(1)
Computed, not measured: a single C6H10N2 molecule at a distorted geometry, with ωB97M-V with the def2-TZVPD basis set.

XYZ file:
```
18
Properties=species:S:1:pos:R:3:forces:R:3
C -0.12996 2.12993 0.72027 4.8569 0.6011 3.9763
C -0.41632 1.50980 -0.38548 -5.3701 0.3549 -2.3278
C -0.41996 0.05002 -0.71748 1.0010 0.9101 0.6514
C -1.64409 -0.88098 -0.51341 -4.1615 -0.4915 3.7718
C -0.81698 -1.52234 0.82694 2.8315 -1.9977 -7.4858
N 0.25408 -0.64568 0.37746 1.5809 3.2244 -1.3400
N 1.49100 -1.01013 0.08808 5.3527 0.1027 1.4305
C 2.57598 -0.22956 -0.31016 -3.2836 -4.4848 1.5104
H -0.29453 3.12945 1.19473 -0.5136 -0.6745 -1.5986
H 0.84682 1.72542 1.39302 -3.0088 0.1629 -1.6008
H -1.20986 1.90953 -1.12461 1.2241 0.3985 1.2053
H 0.07976 0.11961 -1.71939 -0.1648 -1.4614 0.5765
H -2.02719 -1.67086 -1.19382 1.1369 0.7760 -0.1416
H -2.82039 -0.44671 -0.08983 3.7811 -0.5533 -1.2938
H -0.18551 -2.45568 0.60728 -2.0540 -0.1270 0.2066
H -1.24853 -1.64748 1.73272 -0.9951 0.9535 3.1444
H 3.63491 -0.83212 -0.23533 -3.0319 1.9544 -0.6343
H 2.33075 0.76779 -0.65099 0.8184 0.3517 -0.0505
```
Forces are in eV/Å.

## Properties
largest force on an atom: 8.2 eV/Å
multiplicity: 1
LUMO level: 0.0404 Eh
HOMO-LUMO gap: 9.015 eV
SMILES: C=C[C@@H]1CCN1N=C
relative energy (zero: lowest compared OMol25 entry of this formula, charge and spin): 177.02 kcal/mol
DFT total energy: -9356.76068 eV

(2)
Computed, not measured: a molecular structure, C6H10N2 at a distorted geometry, with ωB97M-V with the def2-TZVPD basis set.

XYZ file:
```
18
Properties=species:S:1:pos:R:3:forces:R:3
C 1.68126 0.28390 -0.64906 -0.1868 -2.2535 2.0939
C 1.32850 -1.07435 -0.18533 2.6136 1.3738 -1.3546
C -2.61023 -1.40626 0.17829 -0.2069 0.2761 -1.4664
C 2.58088 1.16158 -1.03254 -1.2068 -2.0925 -1.1690
C 0.62467 -0.39082 0.97020 2.6070 2.0585 -1.1970
C -1.17447 1.07628 0.48404 -3.2832 -1.5893 -1.0640
N -1.34667 -1.42079 0.34317 -0.4677 -0.6897 1.5642
N -0.71050 -0.28091 0.70591 -1.0182 1.1652 -0.2001
H 2.21203 -1.73807 -0.09610 -0.8062 0.1960 0.3722
H 0.54500 -1.45766 -0.75415 -0.7683 -1.3437 -0.9926
H -3.23886 -2.31626 0.06654 1.0517 0.5620 -0.0607
H -3.04070 -0.45061 -0.11425 -0.7621 -0.1391 0.6334
H 2.72555 2.09963 -0.68675 -0.0415 3.0367 1.5779
H 3.14412 1.04853 -1.93644 0.5246 -0.7572 -0.5845
H 1.16816 0.49540 1.40237 -0.8700 -1.2651 0.4337
H -2.30981 1.14143 0.32411 1.7929 0.0076 0.4548
H -0.89371 1.64740 1.28082 0.3441 1.4162 2.6629
H -0.68520 1.58158 -0.30083 0.6838 0.0381 -1.7040
```
Forces are in eV/Å.

## Properties
largest force on an atom: 3.8 eV/Å
multiplicity: 1
LUMO level (alpha / beta): 0.0302 / 0.0302 Eh
HOMO-LUMO gap (alpha / beta): 7.676 / 7.679 eV
relative energy (zero: lowest compared OMol25 entry of this formula, charge and spin): 166.70 kcal/mol
DFT total energy: -9357.20813 eV

(3)
Computed, not measured: a single C6H10N2 molecule at a distorted geometry, with ωB97M-V with the def2-TZVPD basis set.

XYZ file:
```
18
Properties=species:S:1:pos:R:3:forces:R:3
C -2.05313 0.14879 -0.50580 -1.7234 0.7275 -1.4357
C 2.03504 -1.95283 -0.37812 -0.5247 -1.0614 -0.1602
C 0.27906 -0.48869 0.15416 1.5804 -0.5363 0.0922
C -3.47392 0.04616 -0.00235 0.2933 0.3038 -0.8462
C 1.60697 1.43098 -0.29493 0.9976 -1.5165 -3.0867
C 1.09617 0.59508 0.82763 -0.2525 -1.5668 0.7445
N -1.00769 -0.18282 -0.04487 -0.3808 -0.8682 1.2808
N 0.73530 -1.62721 -0.30279 -1.0609 1.1599 0.0035
H 2.14503 -2.94080 -0.82997 0.6510 0.3626 0.2855
H 2.86299 -1.38176 -0.00175 0.2911 0.2709 0.0623
H -3.52414 -0.71621 0.74149 -0.1931 -0.6003 0.7087
H -4.25742 -0.08833 -0.75913 0.6449 -0.2326 -0.1046
H -3.69236 1.01099 0.40811 -0.1294 0.5844 0.5944
H 2.29271 2.21407 0.02667 0.6038 -0.4270 -0.3624
H 0.77492 1.97996 -0.74792 -0.1147 -0.1828 0.1378
H 1.91877 0.63461 -1.18706 0.1237 2.6086 2.1405
H 0.48007 1.29392 1.36262 -0.5429 -0.2770 0.9618
H 1.78164 0.02410 1.53401 -0.2635 1.2513 -1.0160
```
Forces are in eV/Å.

## Properties
largest force on an atom: 3.6 eV/Å
⟨S²⟩: 2.014
multiplicity: 3
LUMO level (alpha / beta): 0.0368 / -0.0340 Eh
HOMO-LUMO gap (alpha / beta): 6.602 / 8.524 eV
relative energy (zero: lowest compared OMol25 entry of this formula, charge and spin): 4.29 kcal/mol
DFT total energy: -9359.05067 eV

(4)
Computed, not measured: a molecular structure, C6H10N2O at a distorted geometry, with ωB97M-V with the def2-TZVPD basis set.

XYZ file:
```
19
Properties=species:S:1:pos:R:3:forces:R:3
C -0.06955 -0.63976 -0.35189 -6.8337 -0.6563 -0.6000
C 0.31627 -0.14574 -1.72796 0.3022 -0.0237 -0.2003
C 2.12715 0.04592 0.72352 -1.1787 1.0198 1.6191
C 0.16055 0.18982 0.77056 5.8179 0.6404 1.0252
N 2.56347 0.45229 1.94453 -0.2661 -0.0264 -0.2270
C -1.95494 -0.67213 -0.20946 2.3388 -0.2716 -1.1799
C -2.74664 0.20346 -0.82168 0.4315 -0.3797 -0.2486
N -0.28550 0.87576 1.71318 0.0101 -0.5496 -0.6413
O 2.86680 -0.34746 -0.15144 -0.9855 -0.0488 0.0465
H 0.17088 -1.68279 -0.15735 0.2758 0.1510 0.0544
H 1.89165 0.83061 2.59751 0.1068 -0.0403 -0.1591
H 3.55435 0.51044 2.14381 -0.2407 -0.0349 -0.1073
H -1.30737 0.91202 1.75506 -0.0068 -0.0724 -0.1908
H -2.36820 -1.53242 0.31662 0.1887 0.1184 -0.0126
H 0.23212 0.93966 -1.80634 -0.0207 -0.0757 0.0237
H 1.34835 -0.42957 -1.94920 -0.1319 0.1672 0.1159
H -0.32649 -0.60312 -2.48363 -0.0047 0.0606 0.1717
H -2.35002 1.04070 -1.39362 0.0410 -0.1052 0.0786
H -3.82285 0.05232 -0.91222 0.1565 0.1273 0.4317
```
Forces are in eV/Å.

## Properties
largest force on an atom: 6.9 eV/Å
multiplicity: 1
LUMO level: 0.0347 Eh
HOMO-LUMO gap: 9.219 eV
relative energy (zero: lowest compared OMol25 entry of this formula, charge and spin): 79.11 kcal/mol
DFT total energy: -11408.65713 eV

(5)
Computed, not measured: a molecular structure, C6H10N2O at a distorted geometry, with ωB97M-V with the def2-TZVPD basis set.

XYZ file:
```
19
Properties=species:S:1:pos:R:3:forces:R:3
C -0.34988 1.12623 1.61830 -0.1526 -1.4684 -0.9836
C 1.38789 1.53920 -0.23378 -1.3367 -0.4574 -0.7539
C -0.18136 -1.26618 -0.91182 0.2923 0.2897 0.7789
C -1.54765 -0.90424 -0.19836 -0.9913 0.1620 -1.1972
C -0.62103 0.03753 0.55903 0.7098 0.3459 2.3208
C 0.44845 -1.03312 0.48286 0.8952 -0.5381 -0.8328
H -1.19102 1.81171 1.60975 0.2476 0.5532 0.3540
H -0.04145 0.78805 2.61936 -0.3390 0.2254 -0.3384
H 2.09909 2.32046 -0.36086 0.7136 0.3930 0.1388
H 0.67426 -0.46493 -2.66715 0.0144 0.2736 0.6704
H -0.09168 -2.24265 -1.39679 0.0485 0.3295 -0.1740
H -1.98088 -1.81351 0.23937 0.3098 0.3859 0.4344
H -2.33559 -0.40338 -0.79005 0.4119 -0.2623 0.0687
H -0.41598 0.72399 -0.21202 -0.6893 0.1869 -0.9277
H 0.20610 -1.83785 1.16462 -0.0128 -0.2575 0.1717
H 1.53367 -0.81844 0.52132 -0.6701 0.0378 0.0198
N 1.23413 0.85018 -1.30300 0.2867 -0.4650 -0.4766
N 0.33271 -0.14014 -1.76200 0.1281 -0.1299 -0.0811
O 0.84023 1.72709 1.02123 0.1339 0.3956 0.8078
```
Forces are in eV/Å.

## Properties
largest force on an atom: 2.5 eV/Å
multiplicity: 1
LUMO level: 0.0354 Eh
HOMO-LUMO gap: 9.193 eV
relative energy (zero: lowest compared OMol25 entry of this formula, charge and spin): 122.48 kcal/mol
DFT total energy: -11406.77650 eV

(6)
Computed, not measured: a single C6H10N2O molecule at a distorted geometry, with ωB97M-V with the def2-TZVPD basis set.

XYZ file:
```
19
Properties=species:S:1:pos:R:3:forces:R:3
C -0.95567 -0.90380 -1.34260 0.0414 0.1078 0.0122
C 1.27173 1.18753 1.22504 -0.0280 0.0557 0.0042
C 2.06645 -0.63022 -0.37740 0.1237 -0.0844 0.0953
C -2.27434 -0.72269 -0.58506 -0.3895 -0.6470 0.6825
C 0.94629 0.16490 0.19158 0.7873 -0.5374 0.5455
C -0.35194 0.17788 -0.43131 -1.6428 0.7739 -0.0346
N -1.67244 0.09576 0.38751 1.4639 -0.4602 -1.3703
N -1.96148 0.64551 1.51475 -0.5499 0.7742 0.3779
O -3.37960 -1.20324 -0.60349 0.3954 0.4269 -0.2281
H -2.98216 0.75858 1.54691 0.0670 -0.4293 0.1746
H -0.54785 -1.90017 -1.15178 -0.0762 0.0808 -0.0346
H -0.96583 -0.69860 -2.41127 -0.0361 -0.0073 0.0649
H -0.46742 1.16659 -0.90414 -0.0490 0.0106 -0.2105
H 2.87033 0.01777 -0.75675 -0.1000 -0.0315 -0.0019
H 2.01285 0.79762 1.92881 -0.0685 0.0172 -0.0065
H 1.72412 2.08402 0.77108 -0.0519 -0.0479 -0.0040
H 0.38352 1.49928 1.77582 0.0853 0.0025 -0.0008
H 1.75545 -1.29306 -1.18416 0.0012 0.0131 -0.0033
H 2.52801 -1.24368 0.40646 0.0266 -0.0176 -0.0625
```
Forces are in eV/Å.

## Properties
largest force on an atom: 2.1 eV/Å
multiplicity: 1
LUMO level (alpha / beta): 0.0063 / -0.0101 Eh
HOMO-LUMO gap (alpha / beta): 8.203 / 7.352 eV
relative energy (zero: lowest compared OMol25 entry of this formula, charge and spin): 93.67 kcal/mol
DFT total energy: -11408.02579 eV

(7)
Computed, not measured: a molecular structure, C6H10N2O at a distorted geometry, with ωB97M-V with the def2-TZVPD basis set.

XYZ file:
```
19
Properties=species:S:1:pos:R:3:forces:R:3
C -0.64310 -1.18407 1.33084 -1.1934 -1.4004 2.4355
C -0.53792 -0.36953 0.01267 3.6571 0.1336 3.4420
C 3.06892 -0.20473 -0.33818 -2.3961 1.6604 2.5945
C -0.42591 1.13352 0.30389 1.7643 0.8248 -1.2382
C -1.36195 2.05101 0.06968 0.3302 1.3536 -0.3576
C -1.53336 -0.64217 -0.94989 -6.3137 -3.1457 -0.8066
H -1.51852 -2.46841 1.05695 3.1116 3.8272 0.9391
H -1.38111 -0.53008 2.21540 2.6003 -2.2231 -2.7721
H 0.64791 -1.35576 1.71220 -4.5863 0.3391 -0.8732
H 0.78833 -0.10682 -1.46894 0.4630 -1.9721 1.3022
H 3.25137 -0.34532 -1.40125 0.3972 0.1362 -0.0296
H 3.72884 0.48850 0.40525 -1.1864 -2.4522 -2.0198
H 0.68209 1.40063 0.33113 -1.7223 -0.0024 0.9614
H -2.28178 1.66412 -0.35382 -0.5102 0.4617 0.4746
H -1.21949 3.21422 0.12117 -0.1400 -2.6034 -0.0001
H -1.31360 -0.37253 -2.12371 -0.8594 -0.6630 2.6626
N 0.80051 -0.76502 -0.59349 -0.7885 1.7854 -3.6200
N 1.85775 -0.40880 0.14976 3.2557 1.0539 0.5417
O -2.60899 -1.19878 -0.47966 4.1169 2.8864 -3.6363
```
Forces are in eV/Å.

## Properties
largest force on an atom: 7.1 eV/Å
multiplicity: 1
LUMO level: 0.0138 Eh
HOMO-LUMO gap: 9.581 eV
relative energy (zero: lowest compared OMol25 entry of this formula, charge and spin): 193.97 kcal/mol
DFT total energy: -11403.67667 eV

(8)
Computed, not measured: a single C6H10N2O molecule at a distorted geometry, with ωB97M-V with the def2-TZVPD basis set.

XYZ file:
```
19
Properties=species:S:1:pos:R:3:forces:R:3
C -2.94026 -0.98694 -0.80129 -0.4788 -0.4713 -0.6679
C -1.90769 -0.89657 -0.18479 -0.9195 -0.5705 -0.9190
C -0.64679 -0.90295 0.51501 1.1407 1.3316 0.6843
C 0.44961 0.03874 -0.01965 1.1909 -1.7913 -0.4850
N 1.69184 -0.26234 -0.27157 -0.7619 0.5010 0.6934
C 2.28873 -1.60303 -0.16311 -1.7014 -0.3490 0.0735
N 0.01786 1.27387 -0.35830 -0.5290 2.1726 0.4813
C -0.93294 2.09736 0.44943 1.2455 0.2310 0.7230
O 1.05722 2.15286 -0.73230 0.2308 -0.4062 -0.0564
H -3.81669 -1.20501 -1.45292 1.2502 0.5602 1.1230
H -0.18572 -1.85491 0.66745 -0.0431 -0.9364 -0.4490
H -0.79623 -0.58043 1.53773 -0.2964 0.2552 0.4700
H 2.48082 -1.95318 0.89216 -0.4869 0.3758 -0.9133
H 3.25783 -1.61044 -0.65274 -0.0698 0.1108 -0.1816
H 1.58365 -2.30702 -0.71495 1.1153 0.3146 0.8121
H -1.82389 1.53743 0.71228 -0.0062 -0.0944 -0.1420
H -1.19749 2.98731 -0.13681 0.0217 -0.5167 -0.0280
H -0.43831 2.50620 1.40112 -0.4770 -0.7713 -1.2012
H 1.85846 1.56903 -0.68677 -0.4253 0.0544 -0.0171
```
Forces are in eV/Å.

## Properties
largest force on an atom: 2.3 eV/Å
multiplicity: 1
LUMO level: 0.0318 Eh
HOMO-LUMO gap: 9.327 eV
SMILES: C#CC/C(=N\C)N(C)O
relative energy (zero: lowest compared OMol25 entry of this formula, charge and spin): 104.47 kcal/mol
DFT total energy: -11407.55743 eV

(9)
Computed, not measured: a single C6H10N2O molecule at a distorted geometry, with ωB97M-V with the def2-TZVPD basis set.

XYZ file:
```
19
Properties=species:S:1:pos:R:3:forces:R:3
C -0.95199 0.54664 1.13474 1.7876 -1.1306 1.1059
N -1.73679 0.79490 0.21402 -3.5846 0.3812 -2.6691
O -1.87641 0.38992 -1.10480 1.9658 1.2088 -1.4243
C -0.64584 0.49567 -2.09069 -0.8840 -4.4457 2.4482
C 0.39494 0.06929 -1.01632 0.2063 3.6086 -0.5448
C 1.77210 -0.43704 -0.67306 -1.3497 -2.0705 -1.9375
N 1.64113 -0.37771 0.75222 0.6102 0.4423 1.7602
C 0.92474 -1.32488 1.51320 2.2245 -2.3161 2.1396
C 0.39855 0.04388 1.56584 1.3831 0.7492 -0.5026
H -1.52311 0.87412 1.94010 -0.1607 0.6961 2.3783
H -0.54485 1.40604 -2.60420 -0.0039 1.3880 -0.1823
H -0.99342 -0.33178 -2.76776 0.7284 0.9219 0.3328
H -0.09835 -0.63069 -0.40714 -1.3555 -0.8524 -0.3267
H 0.46961 0.98050 -0.33834 -0.6152 -0.5294 -1.7515
H 1.72005 -1.50093 -1.02034 0.8534 0.5093 0.4487
H 2.65590 0.02033 -1.08070 0.2647 0.5008 0.1750
H 1.62822 -1.83904 2.32491 -1.9935 1.2458 -1.1657
H 0.30022 -2.08061 1.06114 -0.2426 -0.1084 -0.5542
H 0.71167 0.70100 2.36474 0.1658 -0.1988 0.2700
```
Forces are in eV/Å.

## Properties
largest force on an atom: 5.2 eV/Å
multiplicity: 1
LUMO level: 0.0285 Eh
HOMO-LUMO gap: 9.428 eV
SMILES: C1=N\OCCCN2C[C@H]/12
relative energy (zero: lowest compared OMol25 entry of this formula, charge and spin): 188.19 kcal/mol
DFT total energy: -11403.92730 eV

(10)
Computed, not measured: a single C6H10N2O molecule at a distorted geometry, with ωB97M-V with the def2-TZVPD basis set.

XYZ file:
```
19
Properties=species:S:1:pos:R:3:forces:R:3
H 2.14727 -0.62493 -1.46215 -1.4122 0.8306 -0.8778
N 1.21733 -0.22166 -1.81360 0.8448 -0.1532 0.4751
C 0.48582 -0.16861 -0.78529 1.5970 -2.1065 0.5588
O 1.10953 -0.66391 0.39113 -1.3436 0.8966 -0.2231
C -0.96892 0.04382 -0.73256 0.1068 0.3299 -0.1502
N -1.55930 1.18985 -0.01909 -0.1818 0.1603 0.2118
C -2.56151 1.32369 -1.12602 -0.2867 0.1809 -0.0980
C -2.03122 0.06672 -1.81276 0.1822 0.1033 -0.3639
C -1.97496 -1.07785 -0.84167 0.3333 -0.1504 0.0693
C -3.00808 -1.37786 0.21375 -0.1569 0.0152 0.1017
H 0.46850 -0.66246 1.11658 0.0912 0.0076 -0.0356
H -0.93466 1.99156 -0.04032 -0.0272 -0.2086 0.0015
H -2.39191 2.22562 -1.72590 -0.0510 -0.2176 0.1193
H -3.60681 1.30300 -0.78591 0.2594 0.0272 -0.0807
H -1.91339 -0.06835 -2.88745 -0.0540 0.0343 0.3417
H -1.52116 -1.96046 -1.30042 -0.1133 0.2223 0.0903
H -3.41260 -0.46130 0.66111 0.1510 -0.2287 -0.0962
H -3.84175 -1.94612 -0.22266 0.2047 0.1298 0.1276
H -2.56673 -1.98056 1.01936 -0.1437 0.1271 -0.1715
```
Forces are in eV/Å.

## Properties
largest force on an atom: 2.7 eV/Å
multiplicity: 1
LUMO level: 0.0284 Eh
HOMO-LUMO gap: 9.782 eV
SMILES: [H]/N=C(\O)[C@@]12NC[C@@H]1[C@@H]2C
relative energy (zero: lowest compared OMol25 entry of this formula, charge and spin): 56.44 kcal/mol
DFT total energy: -11409.64047 eV